1.
{
  "formula": "C17H24F3HfN9O4S3",
  "method": "wB97M-V/def2-TZVPD",
  "elements": ["Hf", "C", "C", "N", "C", "S", "N", "N", "C", "C", "C", "C", "C", "C", "C", "N", "H", "H", "H", "H", "H", "H", "H", "H", "H", "H", "H", "H", "H", "N", "C", "N", "S", "H", "H", "H", "H", "F", "C", "F", "F", "S", "O", "O", "O", "C", "N", "C", "C", "C", "N", "C", "O", "N", "H", "H", "H", "H", "H", "H", "H"],
  "coordinates": [[-0.8113, -0.3245, -0.4537], [1.0633, 5.5919, 2.7916], [0.5537, 4.5669, 1.7371], [0.8059, 3.1167, 2.1340], [0.2590, 2.0285, 1.4305], [-0.4685, 2.3032, -0.0997], [0.4210, 0.9231, 2.1435], [0.0964, -0.2255, 1.4830], [0.4268, -1.3322, 2.1440], [0.9850, -1.2914, 3.5438], [0.0755, -2.5780, 1.5029], [0.2222, -3.8427, 2.0543], [0.0535, -4.9621, 1.2315], [-0.4598, -4.7560, -0.0646], [-0.8398, -3.4594, -0.4274], [-0.6569, -2.4411, 0.3487], [0.5227, 5.5653, 3.7501], [2.1318, 5.3640, 2.9341], [1.0108, 6.5726, 2.3191], [-0.4703, 4.7188, 1.5527], [1.0327, 4.7987, 0.8041], [0.9565, 3.0611, 3.1182], [0.8428, -0.2345, 3.8503], [0.5130, -1.9669, 4.2850], [2.0384, -1.4581, 3.5244], [0.7011, -3.9703, 3.0348], [0.2286, -5.9201, 1.6154], [-0.7042, -5.5332, -0.7767], [-1.2534, -3.2894, -1.4533], [-3.8727, 2.5059, -2.2383], [-2.5494, 2.6183, -2.4914], [-2.0833, 3.8691, -2.5834], [-1.5950, 1.2842, -2.8422], [-4.4109, 3.3851, -2.2900], [-4.2209, 1.5482, -2.0706], [-2.5719, 4.6253, -2.1861], [-1.0965, 4.0451, -2.8036], [-3.2180, -2.3147, 1.9843], [-4.2299, -2.1488, 0.9759], [-4.5307, -3.2919, 0.2963], [-5.2974, -1.7108, 1.6408], [-3.5487, -0.7415, -0.3665], [-2.7301, 0.1894, 0.5107], [-4.6483, -0.1223, -1.0788], [-2.4826, -1.3445, -1.3272], [2.0985, -2.7138, -3.5954], [2.4027, -1.6538, -2.6834], [3.7324, -1.2418, -2.5695], [4.0190, -0.1632, -1.7912], [2.9721, 0.4093, -0.9917], [1.6904, -0.0776, -1.0878], [1.4303, -1.0074, -1.9666], [0.1875, -1.3334, -2.0484], [3.1886, 1.4005, -0.0813], [2.9798, -2.9952, -4.2432], [1.2452, -2.4589, -4.2429], [1.8431, -3.6699, -3.1231], [4.4758, -1.8285, -3.1442], [5.0156, 0.3000, -1.9450], [4.0978, 1.8020, -0.0005], [2.4309, 1.8104, 0.3267]],
  "atomic_forces_ev_per_a": [[0.22, 2.33, -2.31], [0.42, -1.27, -0.67], [0.93, -0.61, 1.06], [-1.10, 1.39, -2.31], [1.01, 2.08, 2.86], [0.42, -1.15, 0.34], [-0.13, 0.10, -1.11], [1.25, -1.25, 2.38], [-0.81, 1.01, 0.59], [-1.02, 1.17, -0.07], [-2.00, -0.84, -0.11], [1.71, 0.03, -0.03], [-1.42, 1.65, -1.35], [-0.16, 0.17, 0.82], [-0.37, -2.15, -1.93], [1.92, 1.75, 1.09], [0.18, 0.03, -0.44], [-0.31, 0.27, 0.32], [-0.15, 0.04, 0.29], [-1.56, 0.01, -0.05], [0.53, -0.22, -0.48], [0.12, -0.82, 0.52], [0.15, -0.85, 0.19], [0.13, 0.22, -0.77], [0.91, -0.29, 0.04], [-0.38, 0.15, -0.46], [0.34, -1.27, 0.36], [0.34, -0.24, 0.24], [0.14, -0.11, 1.28], [1.24, 0.20, -0.09], [-1.67, 1.06, 0.14], [1.68, -0.71, -0.47], [0.85, -1.33, 0.02], [-0.08, -1.33, 0.29], [-0.29, 1.18, -0.22], [-0.73, 0.90, 0.32], [-0.83, -0.40, 0.16], [-2.00, 0.01, -3.04], [0.50, -0.41, 1.19], [1.05, 2.05, 1.39], [1.22, -0.24, -1.37], [-0.46, 0.24, -0.98], [-0.42, -1.39, -0.82], [1.16, -1.32, 1.41], [-2.31, 0.32, 2.10], [-0.25, -1.92, -1.83], [1.11, 0.56, 0.52], [-1.17, 0.29, 0.29], [0.74, 0.21, -0.68], [-0.63, 0.74, 1.06], [1.83, 1.35, 0.81], [-0.41, -1.27, -0.72], [0.72, -0.37, -0.79], [1.73, -3.04, -3.02], [-0.88, 0.84, 0.70], [0.43, 0.10, 0.22], [-0.07, 0.39, 0.42], [-0.64, 0.67, 0.34], [-0.76, -0.39, 0.79], [0.34, 0.24, 0.12], [-2.31, 1.41, 1.46]],
  "charge": 2,
  "gap_ha": [0.2470, 0.2470]
}


2.
{
  "formula": "CBr2OS",
  "method": "wB97M-V/def2-TZVPD",
  "elements": ["C", "O", "S", "Br", "Br"],
  "coordinates": [[1.4930, -0.7187, 0.2100], [-1.2226, 0.5543, -0.3894], [-0.0797, -0.7925, 0.0596], [2.7460, 0.5873, 0.0342], [-2.9368, 0.3696, 0.0856]],
  "atomic_forces_ev_per_a": [[-1.93, 0.61, -0.40], [1.70, 0.02, -0.16], [0.33, -0.40, 0.29], [0.20, 0.08, 0.03], [-0.31, -0.31, 0.25]],
  "charge": 0,
  "gap_ha": 0.3170
}


3.
{
  "formula": "C20H27BN10PPdS2",
  "method": "wB97M-V/def2-TZVPD",
  "elements": ["Pd", "C", "N", "C", "C", "N", "C", "P", "C", "N", "C", "C", "N", "C", "C", "N", "C", "C", "N", "C", "H", "H", "H", "H", "H", "H", "H", "H", "H", "H", "H", "H", "H", "H", "H", "C", "N", "C", "C", "N", "B", "N", "C", "C", "N", "C", "C", "S", "C", "S", "H", "H", "H", "H", "H", "H", "H", "H", "H", "H", "H", "H"],
  "coordinates": [[-0.4133, -0.2618, 0.1912], [-2.8347, 2.9344, -3.8170], [-2.7368, 2.2037, -2.5603], [-3.7759, 1.9570, -1.7076], [-3.2667, 1.2140, -0.6808], [-1.9386, 1.0008, -0.9025], [-1.6354, 1.6038, -2.0393], [0.0339, 1.7518, -2.7544], [0.9049, 2.2915, -1.2523], [0.8340, 1.7312, -0.0568], [1.6488, 2.4535, 0.7601], [2.2172, 3.4721, 0.0494], [1.7446, 3.3607, -1.2268], [2.0872, 4.2427, -2.3343], [0.5393, 0.0049, -2.7464], [0.5090, -0.7945, -1.6945], [1.0080, -2.0019, -2.0798], [1.3558, -1.9288, -3.3965], [1.0609, -0.6587, -3.8102], [1.2289, -0.1697, -5.1714], [-3.7629, 3.4986, -3.8148], [-2.8367, 2.2477, -4.6617], [-2.0028, 3.6272, -3.9146], [-4.7670, 2.3318, -1.8956], [-3.7688, 0.8385, 0.1953], [1.7776, 2.2010, 1.7962], [2.9063, 4.2480, 0.3339], [2.8143, 4.9670, -1.9790], [1.2061, 4.7726, -2.6902], [2.5267, 3.6766, -3.1527], [1.0774, -2.8304, -1.3952], [1.7803, -2.6592, -4.0628], [2.1956, -0.4915, -5.5508], [1.1923, 0.9160, -5.1735], [0.4394, -0.5578, -5.8127], [2.0004, 0.8784, 4.0509], [0.5987, 0.5175, 3.9376], [-0.3942, 0.9725, 4.7782], [-1.5025, 0.2612, 4.4817], [-1.1986, -0.6365, 3.4817], [-2.1175, -1.8868, 3.1746], [-3.2409, -1.5725, 2.1176], [-4.5380, -1.2443, 2.4460], [-5.2999, -1.3231, 1.3319], [-4.4537, -1.6960, 0.3074], [-4.8455, -1.9382, -1.0679], [-3.2018, -1.8426, 0.8006], [-1.8453, -2.2988, -0.1409], [0.0943, -0.4589, 3.1405], [0.9906, -1.2813, 1.9193], [2.0860, 1.9533, 4.2013], [2.5118, 0.5756, 3.1409], [2.4549, 0.3593, 4.8940], [-0.2121, 1.7351, 5.5141], [-2.4784, 0.2844, 4.9315], [-1.4382, -2.7789, 2.7704], [-2.6976, -2.1209, 4.2048], [-4.8203, -1.0217, 3.4592], [-6.3534, -1.1721, 1.1792], [-5.8048, -1.4570, -1.2436], [-4.9328, -3.0066, -1.2599], [-4.0905, -1.5238, -1.7326]],
  "atomic_forces_ev_per_a": [[-0.18, -0.09, 0.05], [0.00, -0.01, 0.01], [-0.03, 0.00, -0.02], [0.00, 0.01, 0.02], [0.02, -0.01, -0.01], [-0.03, 0.01, -0.07], [0.07, 0.01, 0.06], [-0.04, 0.02, -0.04], [-0.01, -0.01, -0.01], [0.03, -0.02, 0.05], [-0.05, -0.01, 0.00], [0.03, 0.00, 0.00], [-0.01, 0.01, 0.02], [0.00, -0.01, 0.01], [0.01, 0.03, 0.03], [0.07, -0.10, -0.02], [-0.03, 0.03, 0.03], [0.00, 0.00, -0.03], [-0.01, -0.02, 0.00], [0.01, 0.00, 0.01], [0.00, 0.00, 0.00], [0.00, 0.00, -0.01], [0.00, -0.01, -0.01], [0.01, 0.01, -0.01], [0.00, 0.00, 0.00], [0.00, 0.00, 0.01], [0.00, 0.00, 0.00], [0.00, 0.00, -0.01], [0.00, 0.00, 0.00], [0.00, 0.00, 0.00], [0.01, 0.00, 0.00], [0.00, 0.01, 0.00], [0.00, 0.00, 0.00], [-0.01, 0.00, 0.00], [0.00, 0.00, -0.01], [-0.02, 0.01, -0.01], [0.07, -0.02, -0.01], [-0.05, -0.01, 0.00], [0.04, 0.00, 0.06], [0.02, 0.02, -0.05], [-0.06, 0.02, -0.01], [0.05, 0.00, -0.03], [-0.05, -0.01, -0.01], [0.03, 0.01, 0.05], [-0.04, 0.00, -0.02], [0.01, 0.00, 0.00], [0.04, -0.02, 0.01], [0.04, 0.12, 0.02], [-0.05, -0.03, 0.03], [0.08, 0.05, -0.06], [0.01, 0.00, 0.00], [0.00, 0.00, 0.00], [0.00, 0.01, 0.01], [-0.01, 0.01, 0.00], [0.00, 0.01, 0.00], [0.01, -0.01, 0.00], [0.00, 0.00, 0.00], [0.01, 0.00, 0.00], [0.00, 0.00, -0.01], [0.00, 0.00, 0.00], [0.00, 0.00, 0.00], [0.00, 0.00, 0.00]],
  "spin_multiplicity": 3,
  "charge": 1,
  "gap_ha": [0.2618, 0.2526]
}


4.
{
  "formula": "C7H9N2O",
  "method": "wB97M-V/def2-TZVPD",
  "elements": ["C", "C", "C", "C", "C", "C", "C", "N", "N", "O", "H", "H", "H", "H", "H", "H", "H", "H", "H"],
  "coordinates": [[1.9820, -0.6204, -0.3522], [-0.7295, -2.8235, -0.3915], [0.9896, -1.5074, -0.4930], [-0.6273, -0.6378, 0.0036], [1.7995, 0.8478, -0.2152], [0.4770, 1.4055, 0.3324], [-2.0806, 1.2974, 0.3828], [0.4850, -2.6883, -0.6481], [-0.8007, 0.6287, 0.1776], [-1.4326, -1.6776, 0.1285], [2.9362, -1.0211, -0.4569], [-1.2339, -3.7894, -0.3590], [2.5690, 1.1862, 0.4033], [1.8724, 1.3277, -1.1779], [0.5743, 1.3606, 1.5146], [0.1984, 2.4367, -0.0408], [-2.6486, 0.5924, 0.9205], [-2.4200, 1.3739, -0.6624], [-1.9101, 2.3086, 0.9337]],
  "atomic_forces_ev_per_a": [[-1.80, -1.88, -0.71], [0.03, -0.35, 0.98], [-2.98, 6.56, 2.15], [3.37, -1.40, -0.93], [-2.13, -0.09, -0.92], [-0.77, 0.35, 3.04], [1.16, 1.56, -0.47], [0.31, -2.91, -0.60], [1.36, -1.83, -0.17], [-0.34, 0.62, -0.95], [1.91, -0.24, -0.27], [-0.36, 0.64, -0.11], [1.20, 0.92, 0.90], [0.73, -0.15, -0.64], [-0.16, 0.85, -2.26], [0.88, -1.12, 0.57], [-1.25, -0.30, 0.79], [-0.63, 0.70, 0.69], [-0.52, -1.94, -1.09]],
  "charge": 1,
  "gap_ha": 0.3314
}